(1)
53
Properties=species:S:1:pos:R:3 method="wB97M-V/def2-TZVPD" e_homo_ha="-0.55024 / -0.55024" max_force_ev_per_a=3.2 charge=+2
W 1.0246 -12.2361 -7.9725
C 2.1043 -11.3149 -3.7760
Si 2.3671 -10.6130 -5.4781
C 3.8125 -11.3714 -6.4384
C 2.2354 -8.8214 -5.8901
N 0.9046 -11.1806 -6.4679
C -0.4378 -10.8569 -6.0971
C -0.9031 -10.1630 -4.9207
C -2.2463 -9.8327 -4.9057
C -3.1254 -10.1532 -5.8885
C -2.6964 -10.7922 -7.0362
C -1.3472 -11.1073 -7.0964
N -0.7698 -11.8178 -8.1567
Si -1.5594 -12.9460 -9.5224
C -0.0624 -13.6923 -10.3164
C -2.4234 -11.9052 -10.7720
C -2.5167 -14.1983 -8.5557
H 3.0793 -11.6927 -3.4925
H 1.6469 -12.3527 -3.9087
H 1.7122 -10.7255 -2.9349
H 4.8122 -11.2333 -5.9727
H 3.8352 -11.0730 -7.4952
H 3.7637 -12.4463 -6.5140
H 2.9784 -8.2356 -5.3022
H 1.3189 -8.1944 -5.8567
H 2.5142 -8.7182 -6.9494
H -0.2186 -9.7611 -4.1469
H -2.5735 -9.1570 -4.1824
H -4.1337 -9.8150 -5.7067
H -3.2520 -11.0106 -7.9390
H 0.3290 -13.0925 -11.1587
H -0.4911 -14.5851 -10.7017
H 0.5914 -14.1508 -9.5897
H -3.4390 -11.5261 -10.4957
H -2.5939 -12.5744 -11.6248
H -1.8326 -10.9876 -11.0993
H -2.7783 -15.0592 -9.1520
H -3.4123 -13.7105 -8.2216
H -2.0511 -14.4926 -7.5837
Cl 0.5203 -9.0742 -9.2686
C 1.9224 -9.9274 -9.9301
C 2.1040 -11.2568 -9.5019
C 3.1571 -12.0004 -10.0017
Cl 3.3016 -13.6458 -9.4097
C 4.0578 -11.4601 -10.8842
Cl 5.2964 -12.4439 -11.6501
C 3.9098 -10.1268 -11.2860
Cl 5.0784 -9.3174 -12.2733
C 2.8885 -9.3325 -10.7329
Cl 2.5514 -7.7460 -11.2947
S -0.5898 -14.9807 -5.0802
C 0.3232 -14.4183 -6.1879
N 0.9890 -14.0009 -7.1612

=====

(2)
9
Properties=species:S:1:pos:R:3 method="wB97M-V/def2-TZVPD" e_homo_ha=-0.01944 de_lowest_ev=1.2582 max_force_ev_per_a=3.6 charge=-2
C -0.5922 0.6631 0.3344
C -0.4448 -0.5573 -0.0260
C -1.2154 -2.8349 0.6906
C -0.1023 -4.3259 -1.1824
N -0.9855 -3.8466 0.0824
O 0.9776 -4.8632 -0.8619
O -1.8249 -2.2754 1.5654
O -0.7723 -4.1773 -2.2026
H -0.5469 1.6361 0.8632

=====

(3)
62
Properties=species:S:1:pos:R:3 method="wB97M-V/def2-TZVPD" e_homo_ha=-0.27847 de_lowest_ev=0.0899 max_force_ev_per_a=1.0
C 4.2805 3.1700 -3.6151
C 2.8053 3.3756 -3.7009
C 2.2121 4.1486 -4.6564
C 0.8103 4.3045 -4.6813
C 0.0571 3.6788 -3.7446
N 0.6292 2.9018 -2.7855
C -0.2396 2.2728 -1.8306
O -1.4318 2.5329 -1.8923
C 0.4029 1.4318 -0.8790
C -0.3795 0.6798 0.0466
C -1.6842 0.3124 -0.0097
S -2.8794 0.6075 -1.2455
C -4.0311 -0.4392 -0.4328
S -5.5119 -0.8018 -1.0230
N -3.5261 -0.9162 0.7357
C -4.2976 -1.7445 1.6361
C -5.3140 -0.9359 2.4532
C -6.1000 -1.8892 3.3479
C -4.6146 0.1369 3.2827
C -2.2263 -0.5634 1.0313
O -1.6213 -0.9689 2.0051
C 1.8218 1.3600 -0.8819
N 2.4975 0.6652 0.0413
C 3.8920 0.3210 -0.0515
C 4.1006 -1.0449 -0.7287
C 3.0453 -2.0669 -0.2897
O 2.8438 -1.9626 1.1003
C 1.6529 -2.5643 1.5939
C 1.4503 -2.0423 3.0122
C 1.7220 -4.0910 1.5761
N 2.5635 1.9904 -1.8038
C 1.9903 2.7253 -2.7237
H 4.5104 2.1089 -3.6849
H 4.7932 3.7061 -4.4083
H 4.6443 3.5143 -2.6491
H 2.8148 4.6471 -5.4004
H 0.3405 4.9140 -5.4346
H -1.0196 3.7412 -3.6847
H 0.1189 0.2954 0.9305
H -3.5773 -2.2249 2.3035
H -4.8192 -2.4996 1.0418
H -6.0070 -0.4540 1.7561
H -5.4336 -2.3899 4.0473
H -6.8468 -1.3412 3.9166
H -6.6084 -2.6431 2.7518
H -4.1169 0.8637 2.6437
H -5.3377 0.6681 3.8970
H -3.8674 -0.3124 3.9336
H 1.9838 0.1042 0.7034
H 4.2841 0.2766 0.9661
H 4.4033 1.1015 -0.6143
H 4.0384 -0.9406 -1.8124
H 5.0950 -1.4066 -0.4702
H 3.3781 -3.0768 -0.5677
H 2.0964 -1.8716 -0.8165
H 0.8040 -2.2407 0.9652
H 2.1950 -2.4692 3.6782
H 0.4550 -2.3010 3.3584
H 1.5491 -0.9600 3.0332
H 1.7731 -4.4703 0.5580
H 0.8344 -4.4981 2.0515
H 2.6019 -4.4256 2.1205

=====

(4)
49
Properties=species:S:1:pos:R:3 method="wB97M-V/def2-TZVPD" spin_multiplicity=2 e_homo_ha="-0.26899 / -0.27889" de_lowest_ev=0.0000 max_force_ev_per_a=0.1 s_squared=0.775
Re -0.2581 -0.4010 0.6037
C -1.0930 1.0206 4.9983
C -1.0875 0.8795 3.4980
S -0.1926 -0.4626 2.8558
C -1.7614 1.6893 2.6568
C -2.6296 2.8365 3.0905
S -1.6763 1.3983 0.9479
H -0.4157 0.2979 5.4504
H -2.0896 0.8456 5.4090
H -0.7741 2.0181 5.3058
H -2.6473 2.9379 4.1744
H -3.6547 2.6920 2.7438
H -2.2742 3.7771 2.6643
O 3.4465 1.2858 1.0022
C 2.3141 1.1758 0.6055
O 1.6897 0.0254 0.4707
C 1.5389 2.4179 0.2118
C 1.5314 3.5095 1.1092
C 0.7943 4.6066 0.7904
C 0.1000 4.6461 -0.4418
C -0.6882 5.7493 -0.8465
C -1.3283 5.7386 -2.0515
C -1.2046 4.6238 -2.9106
C -0.4516 3.5466 -2.5431
C 0.2136 3.5297 -1.2951
N 0.9237 2.4195 -0.9439
H 2.0950 3.4329 2.0279
H 0.7312 5.4537 1.4633
H -0.7731 6.6013 -0.1826
H -1.9312 6.5839 -2.3555
H -1.7116 4.6298 -3.8667
H -0.3422 2.6883 -3.1950
N 0.0744 -0.2396 -1.6044
N -1.1170 -0.4099 -2.3231
C -2.1269 -1.0878 -1.7242
N -3.1098 -1.5139 -2.5051
N -2.0303 -1.2154 -0.4006
N -3.0348 -1.8659 0.3066
O -2.8250 -2.0043 1.4783
O -4.0477 -2.2479 -0.2727
H 0.4421 0.7201 -1.7029
H 0.7489 -0.9580 -1.8674
H -1.0306 -0.5127 -3.3230
H -3.0650 -1.3780 -3.4985
H -3.9016 -1.9564 -2.0615
Cl 0.2599 -3.2865 -1.1228
C 0.3118 -2.4704 0.5489
H 1.3555 -2.5656 0.8474
H -0.2864 -3.1371 1.1667